1.
This record from the OMol25 dataset describes 3 unconnected molecules or ions with the total composition C18H38NO4S. The level of theory is ωB97M-V/def2-TZVPD.

Energy = -39790.771 eV
Lowest unoccupied orbital energy = -3.06 eV
Charge = +1

CARTESIAN COORDINATES (ANGSTROEM)
C  6.23598  -1.66569  0.77748
C  5.25838  -0.55582  1.15041
C  5.92708  0.81707  1.18631
C  5.04191  1.90735  1.78492
C  3.94458  2.39520  0.82496
C  2.62880  2.66988  1.54986
C  1.64262  3.48946  0.72160
S  0.53739  2.51923  -0.34292
C  -0.63062  1.72304  0.80160
C  -0.11548  0.43141  1.42644
C  0.01947  0.39746  2.91884
N  0.14286  -0.60065  0.74339
H  6.92904  -1.86350  1.59647
H  5.72137  -2.59832  0.54622
H  6.82666  -1.38690  -0.09839
H  4.42538  -0.55132  0.43736
H  4.81901  -0.76340  2.13204
H  6.85873  0.74659  1.75359
H  6.20686  1.10324  0.16518
H  4.57536  1.52210  2.69890
H  5.65345  2.76094  2.08549
H  4.26810  3.30919  0.31966
H  3.79250  1.64246  0.04121
H  2.17236  1.72231  1.84759
H  2.81977  3.21746  2.47569
H  0.95290  4.08683  1.32170
H  2.14578  4.16806  0.03062
H  1.33954  1.45416  -0.55756
H  -1.54263  1.54010  0.23015
H  -0.87760  2.49318  1.53271
H  0.78460  -0.32070  3.20785
H  0.24798  1.37529  3.34397
H  -0.93165  0.06955  3.34733
H  -0.05847  -0.48904  -0.25315
O  -3.50484  1.93208  0.99395
C  -4.40771  1.12315  1.01079
O  -4.08120  -0.16777  1.13784
C  -5.07602  -1.20947  1.28530
C  -5.65328  -1.64760  -0.03837
C  -5.84244  1.54811  0.86076
H  -5.84252  -0.88174  1.98669
H  -4.53028  -2.02247  1.75925
H  -6.18075  -0.83722  -0.54194
H  -6.36051  -2.46090  0.12441
H  -4.87120  -2.01166  -0.70490
H  -6.03037  1.70924  -0.20182
H  -5.96376  2.50128  1.36834
H  -6.56990  0.83549  1.23347
O  -3.69402  -4.04881  -2.72557
C  -2.73551  -3.37156  -2.96805
O  -2.92785  -2.21468  -3.64855
C  -1.86904  -1.29764  -3.93575
C  -1.06659  -1.70727  -5.15206
C  -1.33870  -3.79405  -2.57667
H  -1.23357  -1.16188  -3.05662
H  -2.37996  -0.35276  -4.11754
H  -0.56064  -2.66026  -4.99905
H  -0.31187  -0.95210  -5.37654
H  -1.72315  -1.80348  -6.01586
H  -0.99307  -4.51922  -3.31430
H  -1.40374  -4.30112  -1.61756
H  -0.60955  -2.99185  -2.51719

Cartesian forces (eV/Å) of the 2 atoms listed first:
-0.008 -0.002 -0.039
-0.021 0.001 -0.010



2.
This record from the OMol25 dataset describes a molecular structure, C18H39AsF6N4O6PPmS6 in a non-equilibrium geometry. The level of theory is ωB97M-V/def2-TZVPD.

Energy = -205541.335 eV
Lowest unoccupied orbital energy (alpha / beta) = 1.70 / 0.30 eV
Charge = -1
Multiplicity = 6
<S²> = 8.761
Energy relative to the best compared isomer or geometry (same formula, charge and spin) = 0.00 kJ/mol

CARTESIAN COORDINATES (ANGSTROEM)
Pm  0.16456  0.86366  -0.49089
C  -0.58611  2.32916  -3.56618
C  -0.79598  3.38933  -2.47306
S  -1.47435  2.88894  -0.84039
C  -2.99615  2.01476  -1.33893
C  -3.16446  0.61338  -0.73185
S  -1.89667  -0.67266  -1.06711
C  -1.82927  -0.63979  -2.89131
C  -0.42168  -0.49987  -3.49377
S  0.58535  0.99649  -3.13756
H  -0.15331  2.83584  -4.43704
H  -1.53796  1.92732  -3.91550
H  -1.46447  4.16426  -2.86540
H  0.15902  3.88847  -2.27108
H  -3.10402  1.98940  -2.42406
H  -3.82839  2.63294  -0.98210
H  -4.12518  0.20317  -1.06375
H  -3.23415  0.70198  0.35875
H  -2.51031  0.10630  -3.30229
H  -2.23249  -1.60535  -3.21942
H  -0.50623  -0.56348  -4.58479
H  0.18514  -1.36008  -3.18786
O  3.61139  2.51530  0.06100
S  2.94264  1.22417  -0.18149
O  3.95145  0.15065  -0.23725
O  2.21188  1.28019  -1.45925
O  1.99105  0.94971  0.90894
C  -0.63425  0.22264  2.53334
N  -0.84706  1.33829  1.62187
C  -2.27813  1.54667  1.45005
N  -2.90245  1.83645  2.73340
C  -2.67532  0.71733  3.63719
N  -1.24701  0.50315  3.82437
C  -0.65332  1.71083  4.38095
N  -0.86633  2.83688  3.48254
C  -0.25617  2.54013  2.19394
C  -2.29717  3.03473  3.29771
H  0.43938  0.02256  2.65248
H  -1.04119  -0.70483  2.10779
H  -2.74231  0.66522  0.98680
H  -2.46539  2.36217  0.73829
H  -3.15333  -0.19292  3.25002
H  -3.16721  0.89677  4.60293
H  0.41967  1.56258  4.56453
H  -1.07485  1.92477  5.37270
H  0.83069  2.42072  2.30131
H  -0.37306  3.39030  1.50801
H  -2.48512  3.90215  2.65025
H  -2.77591  3.29489  4.25166
C  4.08946  -2.84286  -0.38327
C  3.99603  -3.75046  -1.60017
C  4.23962  -5.21366  -1.24708
O  2.82060  -3.61157  -2.37641
P  1.30386  -3.46559  -1.81708
S  0.07800  -3.91865  -3.26321
S  0.89273  -1.63806  -1.28175
O  1.32659  -4.56672  -0.63300
C  0.34253  -4.78041  0.36445
C  -1.11018  -4.61755  -0.05798
C  0.66744  -3.97143  1.61504
H  5.06136  -2.95219  0.10931
H  3.31557  -3.06821  0.35432
H  3.97699  -1.79414  -0.67424
H  4.81035  -3.45418  -2.27256
H  3.54331  -5.57293  -0.48482
H  5.25396  -5.35656  -0.86035
H  4.10916  -5.85039  -2.12841
H  0.46073  -5.83469  0.64362
H  -1.34378  -3.59091  -0.34959
H  -1.78336  -4.88757  0.76292
H  -1.34331  -5.27053  -0.90390
H  0.53563  -2.89907  1.45267
H  1.71007  -4.12542  1.91221
H  0.02395  -4.26569  2.45045
F  0.50772  3.05375  -0.33944
As  0.78839  4.84450  -0.21188
F  2.53845  4.54295  0.17155
F  1.18754  4.90929  -1.98325
F  1.06891  6.63520  -0.08337
F  -0.96174  5.14653  -0.59527
F  0.38921  4.78022  1.55940
H  -0.19120  -0.76869  0.84259

Cartesian forces (eV/Å) of the 2 atoms listed first:
3.188 -1.502 0.264
-0.330 0.278 -0.232



3.
This record from the OMol25 dataset describes 10 unconnected molecules or ions with the total composition C18H39BF4N5O4 in a non-equilibrium geometry. The level of theory is ωB97M-V/def2-TZVPD.

Energy = -46484.362 eV
Lowest unoccupied orbital energy = 2.16 eV
Charge = -1
Energy relative to the best compared isomer or geometry (same formula, charge and spin) = 328.21 kJ/mol

CARTESIAN COORDINATES (ANGSTROEM)
B  0.05102  -0.93413  -0.22501
F  1.40812  -1.26303  -0.45173
F  -0.55201  -0.89109  -1.50504
F  -0.58624  -1.82705  0.55774
F  -0.08643  0.35106  0.35432
C  -2.99961  1.75705  -0.79553
C  -4.29090  2.35580  -1.26978
N  -5.34445  2.61968  -1.65257
H  -2.90489  1.54619  0.23194
H  -2.55593  0.95310  -1.55566
H  -2.38285  2.71873  -0.80587
C  4.54312  -1.35940  -0.81132
C  4.82380  0.06459  -1.41135
N  4.99107  1.15262  -1.84507
H  4.17575  -1.75879  -1.68712
H  5.61324  -1.70826  -0.53801
H  3.74052  -1.49023  -0.08807
C  2.59227  0.07669  2.50852
C  3.81769  0.33089  3.45115
N  4.65140  0.43246  4.19710
H  2.80388  0.77020  1.51785
H  2.49933  -0.95873  2.07508
H  1.87085  0.37327  2.93900
C  -1.43104  -0.27924  3.68679
C  -2.51147  -0.93012  4.56952
N  -3.32649  -1.40556  5.18269
H  -1.74374  0.75217  3.37373
H  -0.42188  -0.35023  4.09663
H  -1.50395  -0.86849  2.79661
C  -2.83086  -3.59733  2.50071
C  -3.77230  -4.78683  2.46417
N  -4.54977  -5.66041  2.40147
H  -3.30509  -2.79861  1.97387
H  -2.38924  -3.65292  3.61487
H  -1.99335  -3.90635  1.69426
C  2.81487  0.24000  -4.68623
C  1.91917  0.15995  -3.53528
O  1.25692  -1.10169  -3.62314
H  3.32790  1.41351  -4.74443
H  2.35311  0.13875  -5.63331
H  3.49803  -0.43607  -4.47747
H  1.13793  0.91334  -3.40681
H  2.57568  0.14650  -2.70474
H  0.55435  -1.16511  -2.99474
C  -3.47777  -4.49521  -2.32340
C  -2.41686  -3.42359  -2.10077
O  -1.42320  -3.76468  -1.12364
H  -2.79786  -5.25890  -2.67038
H  -4.18707  -4.12601  -3.07512
H  -4.17959  -4.70323  -1.48102
H  -2.92240  -2.62444  -1.99869
H  -1.88633  -3.11829  -2.93683
H  -1.19671  -3.03280  -0.75588
C  -1.32380  3.55503  3.02966
C  0.06895  2.99527  2.52873
O  1.05509  3.12302  3.57825
H  -1.97513  3.37604  2.20862
H  -1.48770  4.54231  3.27588
H  -1.82034  3.02357  3.89700
H  0.51845  3.58223  1.72304
H  -0.22978  2.23820  1.98092
H  1.12192  3.78126  4.11753
C  1.89160  3.78815  -2.15436
C  1.40255  2.84688  -1.08216
O  0.14247  2.33669  -1.43791
H  1.10893  4.50601  -2.61981
H  2.41723  3.07082  -3.00695
H  2.72820  4.43009  -1.78930
H  1.25045  3.33096  -0.07412
H  2.05791  2.05198  -0.72545
H  0.02328  1.83178  -0.72361

Cartesian forces (eV/Å) of the 2 atoms listed first:
1.012 1.001 -1.651
-0.218 0.203 0.667